8
Properties=species:S:1:pos:R:3:forces:R:3:lowdin_charge:R:1 method="wB97M-V/def2-TZVPD" lumo_ev=0.6 smiles=Cl[SiH](Cl)CBr max_force_ha_per_bohr=0.1137 e_tot_ev=-104052.9646 relative_energy_kcal_mol=6.13
Cl 1.5522 1.7014 -0.5509 0.59 1.63 -0.55 0.317
Si 0.9182 -0.1323 -0.1471 -2.20 0.13 1.85 -0.393
Cl 1.0826 -1.2594 -1.7687 0.39 -0.98 -0.80 0.338
C -1.0398 0.1237 0.1476 4.10 -0.07 4.17 -0.733
Br -1.7160 -1.4533 1.1671 0.10 1.04 -0.78 0.511
H 1.7403 -0.4327 1.0838 -0.61 -0.50 -0.69 -0.026
H -1.0405 1.0653 0.7767 -0.36 -1.32 -0.18 0.028
H -1.4969 0.3873 -0.7086 -2.00 0.07 -3.02 -0.042

=====

8
Properties=species:S:1:pos:R:3:forces:R:3:lowdin_charge:R:1 method="wB97M-V/def2-TZVPD" lumo_ev=0.1 max_force_ha_per_bohr=0.0866 e_tot_ev=-104051.0000 relative_energy_kcal_mol=51.44
C -0.3555 -0.6211 -0.1525 1.13 0.59 -2.43 -0.607
Si 0.8674 1.5782 -0.1966 -1.56 -4.17 -0.20 -0.217
Cl 0.9448 2.5657 -1.9329 -0.30 0.07 -0.08 0.323
Cl 2.7012 1.0518 0.3684 0.82 -0.02 0.24 0.301
Br -2.1500 -0.2847 -1.1072 1.27 -0.11 0.40 0.339
H 0.2833 -1.3144 -0.8226 -1.27 1.16 0.81 -0.009
H -0.7200 -1.2539 0.6745 0.62 0.98 0.23 -0.041
H 0.0319 1.9065 0.8673 -0.70 1.50 1.02 -0.089

=====

7
Properties=species:S:1:pos:R:3:forces:R:3:lowdin_charge:R:1 method="wB97M-V/def2-TZVPD" lumo_ev=0.8 max_force_ha_per_bohr=0.0273 e_tot_ev=-85140.1143 relative_energy_kcal_mol=13.64
H -0.5833 -0.3991 1.3141 0.50 0.43 0.11 0.049
N -0.9860 0.4373 0.8720 -0.38 -1.35 -0.10 0.048
C -1.9090 0.0057 0.1444 -0.92 0.88 -0.17 -0.701
Cl -2.4371 -1.6543 -0.1243 0.37 0.03 0.21 0.551
H -2.6161 0.6618 -0.3691 0.43 0.00 -0.06 0.058
Br 3.7269 0.7270 -0.5215 0.23 -0.11 -0.18 0.281
H 4.8046 0.2218 -1.3156 -0.24 0.11 0.18 -0.285

=====

8
Properties=species:S:1:pos:R:3:forces:R:3:lowdin_charge:R:1 method="wB97M-V/def2-TZVPD" lumo_ev=-0.2 smiles="NC(=S)NBr" max_force_ha_per_bohr=0.0827 e_tot_ev=-84942.6293 relative_energy_kcal_mol=0.00
N -0.5299 -1.0743 0.2064 -1.91 1.77 0.46 0.107
C -0.5495 0.2480 0.0982 2.23 1.16 -0.99 -1.057
S -1.7895 1.2635 -0.0156 -1.55 0.73 -0.03 0.645
N 0.7346 0.8988 -0.0094 -0.87 -2.10 1.00 -0.456
Br 2.3780 -0.0666 -0.0383 -0.85 0.68 -0.20 0.662
H 0.3470 -1.4015 0.1894 3.57 -2.30 -0.10 -0.039
H -1.2947 -1.6673 0.0175 -0.86 -0.17 0.02 0.107
H 0.7040 1.7994 -0.4482 0.24 0.22 -0.17 0.032

=====

9
Properties=species:S:1:pos:R:3:forces:R:3:lowdin_charge:R:1 method="wB97M-V/def2-TZVPD" total_charge=-1 lumo_ev=3.5 smiles="NC=[S@@](=O)([O-])Br" max_force_ha_per_bohr=0.0684 e_tot_ev=-87547.7737 relative_energy_kcal_mol=42.60
N 1.1276 -1.0326 -0.1076 0.14 0.08 -2.33 -0.134
C 0.7360 -0.2074 0.8776 0.88 0.87 2.12 -0.432
S -0.8428 0.8384 0.2093 0.42 0.96 -3.36 0.354
O -1.4536 1.9883 0.8395 -0.10 -0.49 0.62 -0.441
O -0.4195 1.1415 -1.1883 -0.73 -0.25 1.35 -0.522
Br -2.4790 -0.8947 -0.2302 -0.32 -0.09 0.13 0.007
H 1.2347 -0.5948 -1.0863 -0.32 -1.49 1.73 0.106
H 0.8484 -2.0113 -0.0047 0.05 0.74 -0.60 0.062
H 1.2482 0.7726 0.6906 -0.02 -0.33 0.35 0.001

=====

9
Properties=species:S:1:pos:R:3:forces:R:3:lowdin_charge:R:1 method="wB97M-V/def2-TZVPD" lumo_ev=0.1 max_force_ha_per_bohr=0.1022 e_tot_ev=-88104.1151 relative_energy_kcal_mol=15.05
C -0.2982 0.1963 -0.2777 2.16 -2.85 3.85 -0.414
O -3.3181 0.2520 -2.2592 -0.41 1.22 -0.53 -0.459
O 0.2975 -0.6169 -1.2384 -1.61 -0.99 0.19 -0.058
O -1.4723 0.8308 -0.6127 -0.89 1.17 -1.54 -0.365
S -2.3793 -0.3193 -1.3589 0.22 -1.31 -0.36 0.580
Br -3.6033 -0.9775 0.3635 -0.34 -0.11 0.85 0.348
H 0.9703 -0.1669 -1.6803 1.64 1.22 -1.21 0.064
H -0.6588 -0.6345 0.5290 1.36 2.11 -1.12 0.138
H 0.5498 0.8798 0.0989 -2.12 -0.46 -0.13 0.165

=====

7
Properties=species:S:1:pos:R:3:forces:R:3:lowdin_charge:R:1 method="wB97M-V/def2-TZVPD" lumo_ev="-0.9 / -1.5" max_force_ha_per_bohr=0.0349 e_tot_ev=-84005.3967 relative_energy_kcal_mol=107.73
C 0.5597 0.5667 0.1935 0.58 -0.96 -0.47 -0.284
O -0.8199 -1.7154 -0.4169 -0.29 -0.40 0.34 -0.587
S -0.8609 -0.2888 -0.6262 1.47 0.80 0.66 0.417
Br -2.4993 0.6542 0.6373 -0.01 -0.01 0.20 0.244
H 0.7084 1.4556 -0.3938 0.13 0.29 -0.44 -0.012
H 1.7061 -1.2813 -0.5049 -0.40 1.11 0.22 0.182
H 1.2059 0.6090 1.1110 -1.47 -0.84 -0.51 0.039

=====

7
Properties=species:S:1:pos:R:3:forces:R:3:lowdin_charge:R:1 method="wB97M-V/def2-TZVPD" lumo_ev="-1.2 / -3.4" max_force_ha_per_bohr=0.0333 e_tot_ev=-89700.7890 relative_energy_kcal_mol=81.31
C 0.9553 -0.9235 0.0656 -1.57 0.37 -0.58 -0.432
P -0.0890 0.0781 -0.6614 0.81 -0.87 0.18 0.444
P -0.7710 1.5224 0.9537 0.19 -0.30 0.06 0.427
Br -0.8522 -3.2770 -1.9612 0.14 0.13 0.14 -0.038
H 1.4077 -1.7345 0.6031 0.32 0.18 -0.02 -0.052
H 0.6170 1.8557 0.9958 -0.50 0.61 0.01 -0.173
H -1.2677 2.4787 0.0043 0.60 -0.12 0.22 -0.175

=====

12
Properties=species:S:1:pos:R:3:forces:R:3:lowdin_charge:R:1 method="wB97M-V/def2-TZVPD" lumo_ev=-0.6 max_force_ha_per_bohr=0.0520 e_tot_ev=-55541.2934 relative_energy_kcal_mol=60.82
C 1.7054 -0.4831 -0.3467 -0.32 -0.62 -1.81 -0.587
N -1.3190 -0.4668 0.9327 -0.17 0.72 0.04 -0.643
N -0.1197 1.5827 -0.0680 0.06 -0.52 0.38 -0.770
O -2.1308 0.4925 -1.2833 -0.18 -0.40 0.46 -0.370
F 1.4179 -1.2176 0.7331 -0.05 -0.30 1.89 -0.073
S 0.4334 -0.8180 -1.5951 -0.52 1.29 1.21 0.792
S -0.9782 0.3606 -0.4431 -0.31 -0.08 -2.65 0.320
Cl -2.0185 -2.0466 1.1007 0.83 1.23 -0.32 0.626
Cl -0.9587 2.9946 0.4166 -0.24 -0.08 0.07 0.538
H 1.8957 0.5457 -0.2009 -0.71 1.16 0.76 0.058
H 2.6083 -0.8053 -0.7412 1.79 -1.22 -1.02 0.055
H -0.5357 -0.1388 1.4952 -0.19 -1.18 0.99 0.053

=====

8
Properties=species:S:1:pos:R:3:forces:R:3:lowdin_charge:R:1 method="wB97M-V/def2-TZVPD" lumo_ev="-1.9 / 0.0" max_force_ha_per_bohr=0.0370 e_tot_ev=-36724.0923 relative_energy_kcal_mol=157.25
C -0.8763 -1.3633 -1.6005 -0.39 1.41 0.99 -0.051
F 0.2620 -1.5586 -2.2378 0.70 -1.21 -0.18 -0.044
Si 0.3929 1.1110 1.0926 1.74 -0.74 -0.19 -0.084
Cl 2.2815 1.9292 0.5535 -1.15 -0.33 0.28 0.108
Cl 0.6218 0.0311 2.8300 0.16 -0.24 -0.13 0.149
H -0.9924 -0.2933 -1.5373 -0.83 0.35 -0.10 0.010
H -1.1426 -1.9080 -0.6834 0.54 -0.49 -0.66 0.056
H -0.5469 2.0519 1.5830 -0.77 1.25 0.00 -0.144

=====

8
Properties=species:S:1:pos:R:3:forces:R:3:lowdin_charge:R:1 method="wB97M-V/def2-TZVPD" lumo_ev="-3.1 / -3.1" max_force_ha_per_bohr=0.0600 e_tot_ev=-36726.2085 relative_energy_kcal_mol=108.45
C 0.4887 0.1621 0.0369 0.02 -0.65 1.05 -0.256
F 2.3154 -0.8135 -1.9179 -0.40 -0.91 1.29 -0.145
Si 1.8018 -1.0198 -0.4147 2.05 2.30 0.18 0.435
Cl 3.3389 -1.6342 0.9100 -1.96 0.39 -1.63 0.318
Cl 2.6559 2.3409 0.0548 -0.32 -0.51 0.03 -0.313
H 1.1616 1.1389 0.1140 0.77 -0.12 -0.51 -0.150
H -0.3261 0.3502 -0.6829 0.31 -0.41 0.53 0.057
H 0.2458 0.0199 1.1176 -0.47 -0.09 -0.94 0.053

=====

8
Properties=species:S:1:pos:R:3:forces:R:3:lowdin_charge:R:1 method="wB97M-V/def2-TZVPD" lumo_ev=0.6 smiles=C[Si](F)(Cl)Cl max_force_ha_per_bohr=0.0939 e_tot_ev=-36730.4405 relative_energy_kcal_mol=10.86
C -0.2883 0.0252 -0.0052 -2.56 0.59 -3.32 -0.187
Si -2.1963 -0.0107 -0.2496 2.55 -0.45 -0.78 -0.415
F -2.4147 -0.0056 -1.8343 -0.27 -0.20 0.24 -0.187
Cl -2.9638 1.7056 0.4009 -0.64 0.59 0.52 0.400
Cl -2.9955 -1.7051 0.5276 -0.23 0.13 0.02 0.355
H 0.2191 -0.6337 -0.7205 -0.02 0.47 0.18 0.050
H 0.0215 1.0522 0.0214 0.24 0.78 -1.19 0.023
H -0.0280 -0.1673 0.9296 0.94 -1.91 4.33 -0.038

=====

8
Properties=species:S:1:pos:R:3:forces:R:3:mulliken_spin:R:1 method="wB97M-V/def2-TZVPD" lumo_ev="0.7 / -2.8" spin_multiplicity=3 max_force_ha_per_bohr=0.1084 e_tot_ev=-29661.9677 relative_energy_kcal_mol=18.71
C -0.2754 -0.0207 -0.0515 -3.35 1.06 -2.93 0.659
N 0.5939 0.1619 -1.0012 1.31 1.17 -2.11 0.029
O 0.4403 -0.3746 1.5358 2.30 -0.96 4.99 1.017
Cl -1.4562 1.2104 0.0599 -0.74 0.87 -0.11 0.040
Cl -1.0822 -1.6770 0.0110 -0.41 -0.79 0.23 0.281
H 0.4766 0.9155 -1.7015 0.41 -1.08 0.51 0.014
H 1.3878 -0.4483 -0.9547 0.48 0.20 -0.53 0.008
H -0.0847 0.2329 2.1022 0.00 -0.46 -0.04 -0.048

=====

9
Properties=species:S:1:pos:R:3:forces:R:3:lowdin_charge:R:1 method="wB97M-V/def2-TZVPD" lumo_ev="-1.3 / -1.1" max_force_ha_per_bohr=0.0964 e_tot_ev=-40499.2444 relative_energy_kcal_mol=37.74
C 1.0714 -0.3686 -0.5074 -2.09 -2.44 3.77 -0.795
N -1.5158 -0.2274 0.9994 1.31 0.54 0.85 -0.611
O 0.2874 2.0686 -0.1527 -0.25 2.10 -0.60 -0.529
S 0.5230 0.9508 0.7155 -1.49 -2.69 -1.01 0.908
Cl 2.7338 -0.7568 -0.0419 0.07 -0.51 0.19 0.516
Cl -2.2536 -0.8293 -0.3762 -0.02 -0.65 -1.47 0.502
H 0.2370 -1.2279 -0.3325 2.55 1.61 -0.60 0.050
H 1.1478 -0.0749 -1.4926 -0.53 1.17 -1.90 0.004
H -2.2309 0.4654 1.1885 0.45 0.87 0.77 -0.045

=====

8
Properties=species:S:1:pos:R:3:forces:R:3:lowdin_charge:R:1 method="wB97M-V/def2-TZVPD" lumo_ev="-0.9 / -0.5" max_force_ha_per_bohr=0.0507 e_tot_ev=-37462.7038 relative_energy_kcal_mol=146.32
C 0.8834 -0.8799 -0.2864 -0.03 0.51 0.66 -1.262
O 0.3328 0.0735 0.4583 1.88 -1.04 -1.48 -0.771
P -1.0269 0.0767 1.2851 -1.03 1.87 1.22 0.780
Cl 2.5546 -0.4989 -0.4919 0.03 -0.65 -0.25 0.642
Cl 0.3397 -2.4905 0.0753 0.39 0.25 -0.22 0.601
H -0.8543 0.8584 -1.2846 -1.88 1.40 0.17 0.039
H -1.5053 1.3220 -1.0945 1.74 -1.25 -0.69 0.050
H -0.7241 1.5387 1.3386 -1.10 -1.09 0.59 -0.079

=====

8
Properties=species:S:1:pos:R:3:forces:R:3:lowdin_charge:R:1 method="wB97M-V/def2-TZVPD" lumo_ev=-0.5 max_force_ha_per_bohr=0.0705 e_tot_ev=-37463.0639 relative_energy_kcal_mol=138.02
C -2.0759 0.0386 0.1904 1.92 0.02 3.08 -1.433
O -1.0749 0.5637 -0.5256 -0.29 -0.02 0.29 -0.597
P 0.4691 0.1827 0.0454 -0.35 0.04 0.22 0.847
Cl -3.3846 1.1148 0.4465 -0.34 0.19 -0.17 0.634
Cl -2.5417 -1.5666 -0.2450 -0.11 -0.28 -0.16 0.608
H -1.2091 -0.1421 1.9456 -1.33 0.17 -2.83 0.135
H 1.0698 0.8400 -1.0224 0.34 0.30 -0.42 -0.098
H 0.5710 -1.0498 -0.6154 0.17 -0.41 -0.01 -0.096

=====

8
Properties=species:S:1:pos:R:3:forces:R:3:lowdin_charge:R:1 method="wB97M-V/def2-TZVPD" lumo_ev=0.0 max_force_ha_per_bohr=0.0981 e_tot_ev=-37463.2937 relative_energy_kcal_mol=132.72
C 0.6538 0.5399 0.1331 -4.33 2.25 1.27 -1.430
O 0.3623 -0.5901 0.7573 1.48 -0.67 0.53 -0.652
P -0.8958 -1.5959 0.3179 0.45 1.61 -1.62 0.871
Cl 1.1736 1.7402 1.3411 -0.02 -0.07 -0.07 0.564
Cl 1.6606 0.5812 -1.1890 1.09 -0.54 -1.71 0.672
H -0.9204 1.1033 -0.3967 3.18 -1.18 1.05 0.169
H -0.5217 -1.4933 -1.1076 -0.56 -0.64 0.77 -0.073
H -1.5123 -0.2852 0.1438 -1.29 -0.77 -0.23 -0.121

=====

9
Properties=species:S:1:pos:R:3:forces:R:3:lowdin_charge:R:1 method="wB97M-V/def2-TZVPD" lumo_ev=-1.2 smiles="CSP(=S)(Cl)Cl" max_force_ha_per_bohr=0.0829 e_tot_ev=-57090.1284 relative_energy_kcal_mol=35.74
C 0.0689 -0.8851 -1.7251 1.01 0.16 -2.18 -0.457
S 1.1501 0.4044 -0.9768 -0.16 -0.39 -0.41 0.506
P 0.2758 1.8244 -2.1853 -3.88 0.07 -0.33 -0.507
S -2.0306 2.1971 -1.9122 4.10 -0.94 -0.71 -0.063
Cl 1.0058 1.4906 -4.1263 -0.57 0.07 0.96 0.195
Cl 1.2159 3.4419 -1.6928 0.81 1.30 0.43 0.279
H -0.8247 -0.9128 -1.1785 -1.00 -0.70 1.12 0.002
H 0.5797 -1.8666 -1.9957 -0.63 1.46 0.76 0.078
H -0.2731 -0.3925 -2.6712 0.33 -1.03 0.37 -0.035

=====

9
Properties=species:S:1:pos:R:3:forces:R:3:lowdin_charge:R:1 method="wB97M-V/def2-TZVPD" lumo_ev="-2.5 / -2.2" max_force_ha_per_bohr=0.0359 e_tot_ev=-41628.3772 relative_energy_kcal_mol=56.72
C -1.1610 -0.0054 0.0727 -1.04 0.17 -0.62 -0.175
N 0.1357 -0.1204 0.6327 1.38 -1.21 0.24 -0.213
N 1.0416 0.6485 0.3103 0.25 0.30 -0.83 -0.912
Cl 0.7285 -2.3855 -0.3795 -0.29 1.07 0.43 -0.162
Cl 1.1333 1.4442 -1.3490 -0.11 -0.42 0.74 0.543
Cl 2.6103 0.3431 0.9110 -0.46 0.07 -0.06 0.674
H -1.1392 -0.1642 -1.0071 0.06 -0.02 0.06 0.060
H -1.7888 -0.7562 0.5437 0.09 0.03 -0.06 0.085
H -1.5605 0.9957 0.2653 0.13 0.00 0.11 0.099

=====

12
Properties=species:S:1:pos:R:3:forces:R:3:lowdin_charge:R:1 method="wB97M-V/def2-TZVPD" lumo_ev=-1.9 smiles="O=[Si](C=S)OCl.OCl.Cl" max_force_ha_per_bohr=0.0400 e_tot_ev=-63505.1287 relative_energy_kcal_mol=156.01
O 0.6546 -0.1636 -1.3757 0.63 0.38 -1.83 -0.299
Si -0.0394 -0.1699 -0.0622 -0.23 -0.14 2.04 0.242
C -1.0949 1.2129 0.6581 -0.28 1.30 -0.76 -0.726
S -1.6852 1.4633 2.1402 0.38 -0.45 -0.70 0.704
O 0.1752 -1.2600 1.1247 0.68 -0.87 0.88 -0.700
Cl 1.5071 -2.3203 1.4098 -1.17 0.99 -0.61 0.649
H -1.2060 2.0508 -0.1125 0.06 -1.10 0.94 0.038
O 2.6688 2.0998 -0.6718 -0.52 -1.02 -0.55 -0.567
Cl 3.3730 0.8164 0.2408 -0.67 0.78 -0.74 0.551
H 2.0734 1.6749 -1.3713 1.05 0.06 1.31 0.037
Cl -2.6025 -2.6185 -1.2178 -0.87 -0.08 0.33 0.276
H -3.8243 -2.7858 -0.7623 0.95 0.16 -0.31 -0.204